This record from the OMol25 dataset describes C39H48AuN4OSi as an isolated structure in a non-equilibrium geometry. The level of theory is ωB97M-V/def2-TZVPD.

Cartesian coordinates (Å):
1 Au 1.19 -0.62 0.64
2 C 0.14 0.39 2.24
3 Si -1.57 -0.34 2.24
4 C -1.24 -2.12 1.61
5 N -0.29 -2.13 0.50
6 C -0.87 -1.75 -0.81
7 C -0.83 -2.89 -1.83
8 C -1.24 -4.21 -1.17
9 C -0.29 -4.56 -0.01
10 C 0.53 -3.34 0.43
11 C -2.80 0.55 1.15
12 C -2.59 1.87 0.76
13 C -3.52 2.56 0.00
14 C -4.70 1.94 -0.38
15 C -4.94 0.62 0.00
16 C -4.00 -0.06 0.75
17 C -2.22 -0.45 4.00
18 C -3.37 0.24 4.39
19 C -3.82 0.18 5.71
20 C -3.13 -0.56 6.65
21 C -1.98 -1.24 6.27
22 C -1.53 -1.18 4.97
23 H 0.68 0.21 3.17
24 H 0.16 1.47 2.06
25 H -2.19 -2.60 1.33
26 H -0.82 -2.69 2.44
27 H -0.35 -0.89 -1.22
28 H -1.91 -1.46 -0.64
29 H 0.17 -2.98 -2.26
30 H -1.51 -2.64 -2.64
31 H -1.24 -5.01 -1.91
32 H -2.27 -4.11 -0.81
33 H 0.41 -5.34 -0.31
34 H -0.86 -4.95 0.84
35 H 1.35 -3.17 -0.27
36 H 0.95 -3.53 1.41
37 H -1.68 2.38 1.06
38 H -3.34 3.59 -0.28
39 H -5.44 2.48 -0.96
40 H -5.86 0.14 -0.29
41 H -4.21 -1.08 1.05
42 H -3.92 0.82 3.66
43 H -4.72 0.72 5.99
44 H -3.47 -0.60 7.67
45 H -1.43 -1.82 7.01
46 H -0.62 -1.71 4.69
47 C -0.30 3.89 -4.52
48 N 0.46 2.86 -3.85
49 N -0.16 1.88 -3.10
50 C 0.78 1.27 -2.28
51 O 0.48 0.31 -1.55
52 C 2.00 1.96 -2.53
53 C 1.75 2.93 -3.46
54 C 2.67 3.96 -4.03
55 C -1.31 1.20 -3.59
56 C -1.42 0.90 -4.95
57 C -2.54 0.22 -5.41
58 C -3.52 -0.18 -4.52
59 C -3.40 0.10 -3.17
60 C -2.29 0.80 -2.70
61 H -1.25 3.49 -4.86
62 H 0.26 4.24 -5.39
63 H -0.50 4.75 -3.87
64 H 2.96 1.72 -2.11
65 H 3.68 3.78 -3.66
66 H 2.36 4.96 -3.75
67 H 2.68 3.90 -5.12
68 H -0.63 1.17 -5.63
69 H -2.63 0.00 -6.47
70 H -4.39 -0.72 -4.88
71 H -4.16 -0.21 -2.47
72 H -2.18 1.03 -1.65
73 C 4.66 3.01 0.97
74 N 4.54 1.65 1.44
75 C 3.85 1.51 2.70
76 C 4.09 0.74 0.42
77 C 4.20 -0.71 0.84
78 C 5.46 -1.24 1.13
79 C 5.59 -2.55 1.56
80 C 4.46 -3.35 1.66
81 C 3.22 -2.84 1.34
82 C 3.08 -1.52 0.94
83 H 5.06 3.63 1.78
84 H 3.70 3.44 0.65
85 H 5.36 3.05 0.13
86 H 4.25 2.23 3.41
87 H 4.00 0.51 3.09
88 H 2.77 1.69 2.59
89 H 4.69 0.90 -0.48
90 H 3.02 0.92 0.18
91 H 6.32 -0.60 1.04
92 H 6.56 -2.94 1.82
93 H 4.55 -4.38 1.99
94 H 2.35 -3.49 1.41

Calculated values
2S+1: 3
E_tot: -2234.0079 hartree
charge: +1
ΔE to the lowest compared entry with this formula, charge and spin: 36.6 kcal per mole
maximum force: 2.02 eV/Å
LUMO energy (alpha / beta): -1.7 / -4.3 eV
frontier orbital gap (alpha / beta): 8.64 / 6.27 eV

Results of the Löwdin charge analysis, in e, for atoms 1 through 5: atom 1 (Au): 1.127, atom 2 (C): -0.245, atom 3 (Si): 0.638, atom 4 (C): -0.192, atom 5 (N): -0.284